This record from the OMol25 dataset describes a cluster of 9 separate species, C36H54O27 in total at a distorted geometry. The level of theory is ωB97M-V with the def2-TZVPD basis set.

Results
Spin multiplicity: 1
HOMO-LUMO gap in eV: 10.316
DFT total energy in Ha: -3435.8136
HOMO level in eV: -10.82
Relative energy (zero: lowest compared OMol25 entry of this formula, charge and spin) in kcal per mole: 0.0

Structure (XYZ):
```
117
C36H54O27, DFT ωB97M-V with the def2-TZVPD basis set
C -5.37255 -1.42378 -3.90759
H 1.56088 -7.76231 -2.75961
O 2.33649 4.25380 -5.31972
C -4.93857 -0.02802 -3.52349
H 3.87017 -1.93473 4.07648
H -5.25694 2.17521 -0.12064
C -2.87505 3.66553 -0.30823
O -5.77982 3.24749 4.90105
H 2.33573 -0.17525 3.55670
O -0.09261 -2.18477 2.20988
C 2.19565 -1.09242 -0.82358
H -5.59816 3.91095 0.06425
C 7.01731 -0.93723 -1.01876
C -0.32659 -2.03975 4.53421
H 5.57758 -2.78449 -3.59709
H 0.45366 1.02813 -2.53377
H -0.28583 -5.63852 -1.60605
C 0.58030 -7.33104 -2.55363
H -1.79775 -2.85664 3.15997
O 2.59631 -4.66578 -1.43980
H -3.30549 2.36843 1.38954
H -0.73686 -2.77709 5.21938
H -6.46151 -1.43392 -3.99479
H -1.57204 -1.03748 3.00830
C 0.69578 -5.92563 -1.98905
H -3.83680 -0.44621 4.14495
C 8.63837 -2.48303 -1.42897
H 7.06856 -0.75482 -3.17166
O 7.64910 -0.72537 4.45967
H -5.55751 0.33434 -2.70054
C 2.17725 -4.30037 -2.65277
H -3.84376 1.18719 5.96485
H 4.70949 0.05784 1.97963
H -1.16287 -0.29081 5.51776
O 6.27593 -1.07904 2.69971
C 6.81518 -1.52308 -2.43549
H 1.98738 1.03918 -0.68376
H -4.10417 0.82036 2.96767
H -2.56552 0.83031 3.93282
C 1.05726 -2.57315 2.78261
C 1.34864 0.15410 -0.70122
H 7.09968 0.14573 -1.05623
H 0.03678 -0.62113 -2.28866
H 1.38945 -5.43924 0.05735
C -1.91653 5.67024 -4.17911
O 7.81907 -2.54674 -2.49882
H 0.03014 -7.25794 -3.49107
H -1.35713 3.04204 -4.39960
O 8.25470 -1.48151 -0.59284
O -1.45619 0.69186 1.20731
H 2.45207 -6.57746 -0.81764
H 4.51071 -1.72036 1.86234
H 5.01398 -2.61086 -1.89651
O 2.00213 -2.97853 2.18531
H -4.95102 -1.72330 -4.86593
H -1.88858 3.20789 -0.23476
C -3.12319 5.47505 1.05702
C -5.17224 3.03341 0.55279
C 4.27751 -0.93919 3.89220
C -1.12045 -2.00599 3.19345
O 1.08641 -5.01977 -3.01904
C -3.44606 0.11901 -3.15219
H -5.79844 2.79303 1.41491
O -3.05449 6.57883 1.46693
O -5.68972 1.03343 5.14050
H -3.27443 0.48467 -2.14397
H -3.99658 3.28070 3.86419
H 6.20172 -1.24971 -0.36248
C 1.77501 -5.72837 -0.91632
C -0.19727 -0.67972 5.17864
H -2.58089 5.79196 -3.32508
H 0.05621 -7.98889 -1.86207
C -0.65313 0.53988 0.33034
C 3.22657 0.12423 4.11475
O -2.75175 5.07647 -0.18673
H 2.97528 -1.01839 -0.06055
C 0.24464 0.30564 -1.74379
C -3.71881 3.26142 0.92624
C -0.61022 3.50485 -3.75278
H 2.90604 0.13359 5.15682
H -2.95930 -0.84297 -3.32082
C -0.60380 5.03371 -3.80741
C -3.93064 1.52738 -4.87264
O 0.70174 3.16724 -4.23074
O 2.63806 -3.43838 -3.32772
C 4.88320 -0.90109 2.47353
H 0.43222 -0.78392 6.06125
O 0.40460 5.29852 -4.78736
H -0.25888 5.40594 -2.83727
O -7.68388 2.06340 5.07837
H -0.73183 3.11414 -2.74621
C -4.38586 2.95879 4.82552
O 5.41576 -0.67701 4.71022
O 0.59425 0.11001 0.53098
C 5.46577 -2.10913 -2.75229
H -5.13055 -2.15727 -3.13840
H -1.72479 6.67053 -4.56965
C -3.62784 0.60060 3.92552
C -6.50207 2.11609 5.04229
O -2.91695 1.01463 -4.13273
H 3.58444 1.10300 3.80543
H 0.15206 0.07016 4.46840
O -0.89955 0.71591 -0.98149
O 0.97519 -2.49140 4.12076
H -3.87956 3.40382 5.67760
C 1.26006 4.25269 -4.82825
O -3.61631 4.41809 1.74876
O -3.80527 2.43633 -5.62249
C 6.56667 -0.82020 3.99430
H -2.42876 5.08320 -4.94299
H 2.69226 -1.08904 -1.79442
O 9.56841 -3.18898 -1.23566
H 1.67256 -2.02940 -0.65227
H 4.76598 -1.32920 -3.05883
O -5.08423 0.86767 -4.63480
H -3.36669 3.42842 -1.24777
C -4.31407 1.42279 5.00506
```

=====

This record from the OMol25 dataset describes a cluster of 9 separate species, C36H54O27 in total at a distorted geometry. The level of theory is ωB97M-V with the def2-TZVPD basis set.

Results
Spin multiplicity: 1
HOMO-LUMO gap in eV: 9.679
DFT total energy in Ha: -3435.2113
HOMO level in eV: -9.96
Relative energy (zero: lowest compared OMol25 entry of this formula, charge and spin) in kcal per mole: 377.9

Structure (XYZ):
```
117
C36H54O27, DFT ωB97M-V with the def2-TZVPD basis set
C 37.72800 57.41400 63.75400
H 43.22500 59.85300 60.73600
C 41.37000 59.96800 61.91500
H 40.09800 54.22300 66.23900
H 37.88500 54.38400 64.86200
H 35.01200 55.24300 63.14900
H 34.31200 55.11400 65.43100
C 38.91500 60.11200 56.94700
H 37.98900 55.73900 62.45700
C 35.97600 60.04100 67.72100
H 38.43300 53.51400 67.57600
C 36.75300 49.71400 61.86200
O 36.72800 56.85500 64.64400
H 33.35500 62.71100 62.31900
C 31.81800 58.85300 69.98800
O 36.29900 53.01300 65.21600
H 39.15000 60.10700 55.85600
C 39.74800 53.09600 66.05400
C 35.99400 57.65800 65.18900
O 36.92300 57.68400 58.34100
O 37.64900 51.80400 66.39100
O 39.59300 58.13700 59.76900
O 36.00000 50.84800 65.10700
O 32.44000 61.72400 59.50100
C 42.46200 59.27900 61.15800
H 42.30700 60.46400 63.52000
H 33.96600 57.40500 61.81500
H 34.99200 60.72400 62.69700
O 38.40400 51.51600 62.20100
H 32.92800 55.92300 64.91900
C 38.38900 60.91800 67.36400
C 36.69200 51.78400 65.49300
O 39.21700 53.64900 62.65500
H 36.90200 54.84200 66.13200
C 38.42700 52.76900 62.18900
H 33.05300 57.49700 67.31400
H 39.00500 61.65300 67.20000
O 35.21700 62.82700 69.62300
O 30.17400 55.04400 69.28200
O 32.06800 55.94300 68.50700
H 38.37000 59.88300 66.77300
C 37.34700 58.11000 57.02000
C 34.05000 55.55100 63.19100
H 32.15000 58.04100 70.75700
C 31.47800 58.02100 68.83800
C 36.91200 61.15700 67.12300
H 34.02100 60.69200 59.82800
C 32.60400 57.22300 68.24700
H 36.72100 59.21100 68.04100
H 36.79000 60.00000 56.49900
H 32.74100 59.49700 69.93600
H 38.68600 56.97800 62.03100
C 37.28700 53.91800 65.68400
H 40.43500 60.48200 63.72100
O 31.95600 61.59100 61.63600
C 41.47600 59.95700 63.45900
H 33.93100 59.48600 61.70700
H 39.68800 59.39100 57.40600
H 37.97000 59.77200 64.23500
O 30.25000 61.61700 60.20000
C 37.38400 50.97100 61.31700
O 36.47700 62.36900 67.91900
H 43.22800 58.63200 61.98600
H 38.26800 57.75600 56.52600
O 37.36400 53.29500 61.46800
H 32.50900 56.94500 62.52800
C 30.80100 56.03000 68.95000
C 33.33700 61.83100 61.71000
O 40.24700 59.31100 61.46900
C 32.89300 53.52900 63.37900
H 41.03800 61.02700 61.58600
H 39.02500 61.18300 57.16000
O 41.73000 58.45500 60.28000
O 30.47900 57.13600 69.13000
C 37.25000 58.93700 63.77800
H 35.15700 59.64700 67.10700
C 37.69500 56.68400 62.41800
H 36.41800 52.19400 60.01600
O 33.32500 54.41900 62.52300
H 36.96000 59.24400 62.89300
C 37.48300 59.55500 57.15800
C 38.31000 53.07600 66.52200
C 33.54700 57.01000 62.77500
O 36.19900 58.85700 64.65900
C 36.54600 52.22700 61.03300
H 40.13200 52.36900 66.79400
H 37.98600 50.66900 60.51000
C 40.47600 58.52800 60.38500
H 35.87500 49.32400 61.29600
H 38.64100 60.62600 68.33400
H 31.31000 58.54500 67.85300
C 33.53900 55.24800 64.62300
H 34.08400 62.60800 59.78000
C 33.97000 60.50200 62.28300
H 41.73800 58.89200 63.97700
O 33.14400 53.86900 64.64500
O 35.11900 57.52400 66.01000
C 31.47400 61.71800 60.45800
H 36.46400 49.91600 62.75800
C 33.68500 61.75000 60.14400
H 36.57100 61.09900 66.02400
O 37.03300 59.80100 58.47700
H 36.81000 57.79800 56.20400
H 37.43800 48.88000 62.05500
O 35.94300 58.62700 60.12900
O 32.50400 52.39900 63.10800
H 38.64700 57.20800 64.24800
C 36.69000 58.72400 59.04600
H 33.41800 57.04300 68.95600
H 39.90500 52.80400 64.88800
H 33.49100 60.28000 63.29600
H 30.99000 59.34600 70.56400
C 35.70500 61.94400 68.88600
H 33.82800 57.81600 63.23600
O 35.44300 60.76100 68.87000
H 36.66200 56.75200 61.97700
H 35.45000 52.26800 61.49400
```

=====

Q: Among the records above, which one has the lowest HOMO-LUMO gap?
A: number 2